# 1
The following is a quantum chemistry calculation of a molecular structure, C28H49GeN6SSeSiY in a non-equilibrium geometry, from the OMol25 dataset.

relative energy (zero: lowest compared OMol25 entry of this formula, charge and spin) = 660.83 kJ/mol
net charge = +2
Kohn-Sham gap = 6.595 eV

CARTESIAN COORDINATES (ANGSTROEM)
Y  0.2808  0.1080  -0.0772
C  2.5524  2.9550  2.5076
C  1.9130  2.2418  1.3732
N  1.9439  0.9675  1.1990
C  2.6203  0.0421  2.0830
C  2.8753  -1.2797  1.3217
N  1.6910  -1.7091  0.5353
C  0.8659  -2.7563  1.1736
C  -0.5450  -2.7654  0.5634
N  -1.1805  -1.4600  0.8418
C  -2.5282  -1.2362  0.2849
C  -2.5583  -0.7292  -1.1658
N  -1.5520  0.3052  -1.4400
C  -1.7387  1.7566  -1.5963
C  -3.9772  1.4628  -3.1190
C  -0.6214  2.6211  -1.2201
C  -0.4198  3.9154  -1.7453
C  0.5648  4.7074  -1.1941
C  1.3490  4.2536  -0.1234
C  1.1293  2.9706  0.3382
N  0.1630  2.2031  -0.2134
H  2.2257  2.4925  3.4400
H  2.3005  4.0102  2.5264
H  3.6383  2.8497  2.4648
H  1.9715  -0.1306  2.9546
H  3.5785  0.4296  2.4470
H  3.1773  -2.0579  2.0321
H  3.7091  -1.1078  0.6358
H  2.0394  -2.0968  -0.3464
H  0.7920  -2.5334  2.2441
H  1.3104  -3.7552  1.0652
H  -1.1264  -3.5947  0.9907
H  -0.4805  -2.9117  -0.5204
H  -1.2905  -1.4171  1.8599
H  -3.0078  -0.4742  0.9089
H  -3.1318  -2.1504  0.3203
H  -3.5869  -0.4063  -1.3540
H  -2.3300  -1.5578  -1.8523
H  -4.2399  1.2164  -2.0957
H  -4.8189  1.2008  -3.7542
H  -3.8310  2.5377  -3.1766
H  -1.0248  4.2612  -2.5680
H  0.7456  5.6972  -1.5847
H  2.1233  4.8771  0.2941
C  2.5619  2.7315  -4.2140
Si  1.7003  1.5118  -5.4046
C  2.6398  -0.1315  -5.5433
C  1.4650  2.2946  -7.1168
C  -0.0502  1.2927  -4.6440
C  -1.2116  1.6638  -5.4112
C  -2.4368  1.3505  -4.9994
C  -2.7324  0.7465  -3.6520
N  -1.5606  0.8956  -2.7479
C  -0.2358  0.8037  -3.4046
S  1.0295  -0.0082  -2.5289
H  3.5852  2.9056  -4.5305
H  2.5944  2.3491  -3.1966
H  2.0597  3.6942  -4.1897
H  3.5233  0.0017  -6.1597
H  2.0365  -0.9093  -6.0006
H  2.9643  -0.4948  -4.5743
H  2.4343  2.4414  -7.5840
H  0.9810  3.2657  -7.0730
H  0.8847  1.6602  -7.7814
H  -1.0543  2.1073  -6.3799
H  -3.3038  1.5177  -5.6164
H  -2.9233  -0.3301  -3.7843
C  -5.0746  1.4151  1.2527
Ge  -4.6281  0.6916  3.0619
C  -4.9643  -1.2690  3.1141
C  -5.6643  1.6104  4.4613
C  -2.6535  0.9820  3.5238
Se  -1.3686  1.5690  2.1494
C  -2.1440  3.3110  1.7866
H  -5.8254  0.7772  0.7955
H  -4.2200  1.4884  0.5835
H  -5.5110  2.4054  1.3547
H  -6.0400  -1.4213  3.1467
H  -4.5459  -1.7113  4.0130
H  -4.5835  -1.8078  2.2525
H  -6.7204  1.3971  4.3209
H  -5.5276  2.6876  4.4208
H  -5.3805  1.2649  5.4511
H  -2.2360  0.0535  3.9230
H  -2.5838  1.7286  4.3198
H  -3.2244  3.2141  1.7445
H  -1.7668  3.6596  0.8292
H  -1.8486  3.9966  2.5783



# 2
The following is a quantum chemistry calculation of a molecular structure, C28H49LaN2OP3Se in a non-equilibrium geometry, from the OMol25 dataset.

relative energy (zero: lowest compared OMol25 entry of this formula, charge and spin) = 197.91 kJ/mol
net charge = +3
Kohn-Sham gap = 4.639 eV

CARTESIAN COORDINATES (ANGSTROEM)
La  0.0759  0.0420  0.1365
P  -2.5376  -0.0629  -0.8968
P  0.0831  -2.5429  -0.5299
P  -0.1042  2.6180  -0.5878
H  1.4796  -0.8488  -2.4289
C  1.7712  0.0884  -1.9364
C  2.4310  0.1311  -0.7531
H  2.6796  -0.7644  -0.1639
C  -2.8510  -0.1036  -2.7080
C  -3.4929  -1.5163  -0.2740
C  -3.6254  1.3173  -0.3328
C  1.8122  -3.1518  -0.4987
C  -0.7366  -3.6121  0.7010
C  -0.5474  -3.0398  -2.1756
C  1.5701  3.3609  -0.5931
C  -0.9946  3.6279  0.6487
C  -0.7950  3.0551  -2.2236
H  1.4072  0.9817  -2.4616
H  2.6126  1.0581  -0.1895
H  -3.9397  -0.1533  -2.9082
H  -2.3482  -0.9767  -3.1585
H  -2.4226  0.7962  -3.1845
H  -4.5477  -1.4152  -0.5927
H  -3.4426  -1.5356  0.8302
H  -3.0758  -2.4703  -0.6389
H  -4.6636  1.1007  -0.6460
H  -3.2990  2.2871  -0.7448
H  -3.5926  1.3959  0.7692
H  1.7879  -4.2427  -0.6687
H  2.2687  -2.9230  0.4823
H  2.4153  -2.6437  -1.2687
H  -0.8674  -4.6173  0.2596
H  -1.7189  -3.1960  0.9843
H  -0.1245  -3.6647  1.6208
H  -0.2554  -4.0948  -2.3179
H  -0.0872  -2.3999  -2.9522
H  -1.6426  -2.9111  -2.2426
H  1.4560  4.4415  -0.7903
H  2.2001  2.8792  -1.3589
H  2.0579  3.1941  0.3850
H  -0.9773  4.6781  0.3055
H  -0.5050  3.5352  1.6359
H  -2.0360  3.2842  0.7758
H  -0.6177  4.1354  -2.3664
H  -1.8713  2.8156  -2.2858
H  -0.2802  2.4688  -3.0080
C  0.8106  0.1447  -6.7086
C  1.9117  -0.0469  -5.8545
C  3.2136  0.0128  -6.3543
C  3.4363  0.2581  -7.7148
C  2.3453  0.4456  -8.5751
C  1.0424  0.3893  -8.0798
Se  -0.9879  0.0913  -6.0694
H  -0.5846  -0.1948  -4.6332
H  1.7275  -0.2401  -4.7992
H  4.0566  -0.1339  -5.6781
H  4.4540  0.3017  -8.1004
H  2.5101  0.6365  -9.6355
H  0.1894  0.5344  -8.7433
C  -0.9658  0.5066  6.6967
N  -0.9908  0.4430  5.2660
N  0.0706  0.0348  4.5168
C  -0.2385  0.1801  3.2113
O  0.6388  -0.1893  2.3258
C  -1.5717  0.7532  3.1664
C  -1.9728  0.8945  4.4709
C  -3.2436  1.4338  5.0063
C  1.3259  -0.5354  4.9096
C  1.3700  -1.4510  5.9495
C  2.5869  -2.0485  6.2888
C  3.7429  -1.7811  5.5483
C  3.6796  -0.9146  4.4500
C  2.4744  -0.2918  4.1385
H  0.0068  0.2015  7.0658
H  -1.7340  -0.1599  7.0905
H  -1.2017  1.5277  7.0018
H  -2.1737  1.0273  2.2859
H  -3.8200  0.7060  5.5837
H  -3.1196  2.3372  5.6096
H  -3.8598  1.7094  4.1483
H  0.4526  -1.6816  6.4847
H  2.6210  -2.7195  7.1435
H  4.6955  -2.2387  5.8226
H  4.5641  -0.7022  3.8483
H  2.4294  0.3541  3.2685



# 3
The following is a quantum chemistry calculation of a single C28H49NO5S molecule in a non-equilibrium geometry, from the OMol25 dataset.

SMILES = C#CC[C@H]1[C@H](C#C)S(=O)(=O)O[C@@H](CCCN)[C@@]1(CCCCCCCCCCCCOC)OCCC
Kohn-Sham gap = 9.866 eV

CARTESIAN COORDINATES (ANGSTROEM)
C  -3.1947  -1.8124  3.4198
C  -1.9883  -1.2890  3.2226
C  -0.7883  -0.2032  2.9648
C  -1.3156  1.3301  2.9751
C  -1.2151  1.8397  4.5030
C  -2.1657  1.0765  5.5457
C  -2.8449  0.3821  6.4498
S  -1.6335  3.6713  4.7247
O  -0.8716  4.3233  5.8553
O  -3.1160  3.7599  5.0821
O  -1.4103  4.3607  3.2122
C  -0.2471  3.8061  2.5295
C  1.1412  3.8944  3.3585
C  1.3312  5.4528  3.8674
C  2.6291  6.1777  3.2167
N  3.4107  6.9082  4.3038
C  -0.5317  2.3001  1.8870
C  -1.5524  2.5749  0.7021
C  -1.8505  1.4659  -0.4124
C  -2.4629  0.0587  0.0964
C  -3.3879  -0.5137  -1.1415
C  -3.2216  -2.1032  -1.3782
C  -1.7310  -2.5813  -1.7861
C  -1.5444  -3.0046  -3.3357
C  -1.1497  -4.5953  -3.4390
C  -0.8868  -5.0225  -4.9801
C  0.5210  -4.4961  -5.5859
C  1.5234  -5.6976  -6.0466
C  2.5762  -6.1296  -4.8748
O  3.1738  -7.4446  -5.0967
C  4.6245  -7.3874  -5.1031
O  0.7480  1.7362  1.6967
C  1.3784  1.7339  0.4215
C  1.6100  3.1295  -0.3421
C  3.0498  3.8033  0.0908
H  -4.3165  -2.0799  3.5585
H  -0.0452  -0.3739  3.8372
H  -0.3376  -0.5441  1.9496
H  -2.4559  1.2717  2.7266
H  -0.1210  1.6195  4.8517
H  -3.5850  0.0554  7.2577
H  -0.0830  4.5032  1.6039
H  1.1762  3.2579  4.3148
H  2.0871  3.6911  2.7063
H  0.4234  6.1159  3.6271
H  1.4417  5.4348  5.0222
H  3.3677  5.4333  2.7399
H  2.3203  6.9157  2.3650
H  3.5572  6.1654  5.0298
H  4.3471  7.0721  3.8623
H  -2.5881  2.7995  1.2048
H  -1.3304  3.5668  0.1199
H  -2.7031  1.9250  -1.0769
H  -0.9922  1.2933  -1.1880
H  -3.1456  0.1285  1.0174
H  -1.5910  -0.6850  0.1908
H  -4.4916  -0.3245  -0.8461
H  -3.1931  0.0799  -2.1248
H  -3.4714  -2.6133  -0.3556
H  -3.9391  -2.5155  -2.1986
H  -0.9293  -1.7628  -1.5527
H  -1.4613  -3.4877  -1.1087
H  -2.4215  -2.7141  -4.0201
H  -0.6002  -2.4413  -3.7355
H  -1.9838  -5.2637  -2.9759
H  -0.1887  -4.8430  -2.8251
H  -1.7538  -4.6630  -5.6639
H  -0.8683  -6.1832  -5.0090
H  1.0801  -3.7476  -4.9032
H  0.2586  -3.9151  -6.5623
H  0.9496  -6.6129  -6.4790
H  2.1902  -5.2727  -6.9090
H  3.4543  -5.3631  -4.8718
H  1.9929  -6.1376  -3.8658
H  5.0629  -6.7158  -4.2636
H  5.0624  -7.0091  -6.1193
H  5.0792  -8.4394  -4.9402
H  0.8857  0.8987  -0.2356
H  2.4605  1.3127  0.5928
H  0.7554  3.8881  -0.3007
H  1.7506  2.8648  -1.4733
H  3.6262  4.0591  -0.8941
H  2.9271  4.7937  0.6620
H  3.7329  3.0574  0.6553